Record 1
{
  "formula": "C4H11NO2",
  "method": "ωB97M-V/def2-TZVPD",
  "elements": ["C", "C", "C", "N", "H", "H", "H", "H", "H", "H", "H", "H", "H", "O", "C", "O", "H", "H"],
  "positions_angstrom": [[-1.344, 1.145, 1.469], [-0.186, 0.262, 1.041], [-0.714, -0.929, 0.254], [0.341, -1.786, -0.313], [-2.040, 0.596, 2.107], [-1.881, 1.523, 0.597], [-0.999, 2.023, 2.017], [0.574, 0.855, 0.540], [0.296, -0.139, 1.941], [-1.332, -0.540, -0.565], [-1.418, -1.485, 0.881], [-0.091, -2.604, -0.726], [0.965, -2.100, 0.424], [0.815, 2.014, -1.863], [1.234, 0.900, -1.900], [2.545, 0.611, -2.009], [0.610, 0.002, -1.859], [2.624, -0.347, -2.037]],
  "relative_energy_ev": 0.798,
  "orbital_gap_ev": 10.545,
  "total_charge": 0,
  "total_energy_ev": -9911.444,
  "smiles": "CCCN.O=CO"
}

***

Record 2
{
  "formula": "C4H11NO2",
  "method": "ωB97M-V/def2-TZVPD",
  "elements": ["C", "C", "C", "O", "H", "H", "H", "H", "H", "H", "C", "N", "O", "H", "H", "H", "H", "H"],
  "positions_angstrom": [[1.896, 0.089, 0.273], [0.911, -0.072, -0.848], [0.513, -1.311, -1.240], [-0.242, -1.558, -2.363], [1.457, 0.655, 1.094], [2.198, -0.876, 0.675], [2.791, 0.625, -0.041], [0.936, 0.723, -1.590], [0.786, -2.223, -0.728], [-0.082, -0.888, -3.040], [-1.439, 0.225, 1.769], [-0.908, 1.122, 0.619], [-1.781, 0.998, -0.509], [-2.492, 0.458, 1.952], [-0.866, 0.442, 2.666], [-1.324, -0.818, 1.484], [-1.004, 2.108, 0.862], [-1.351, 0.300, -1.034]],
  "relative_energy_ev": 3.866,
  "orbital_gap_ev": 9.480,
  "total_charge": 0,
  "total_energy_ev": -9908.375,
  "smiles": "C/C=C/O.CNO"
}

***

Record 3
{
  "formula": "C4H11NO2",
  "method": "ωB97M-V/def2-TZVPD",
  "elements": ["O", "C", "C", "N", "C", "C", "O", "H", "H", "H", "H", "H", "H", "H", "H", "H", "H", "H"],
  "positions_angstrom": [[-1.112, -1.346, -0.495], [-1.409, -0.496, 0.512], [-1.453, 0.879, 0.184], [-0.260, 0.992, -0.684], [0.862, 1.042, 0.417], [1.895, 0.085, -0.344], [1.558, -1.185, 0.180], [-0.636, -0.716, -1.213], [-2.552, -1.040, 0.862], [-0.946, -0.870, 1.467], [-2.358, 1.153, -0.568], [-1.666, 1.464, 1.265], [-0.425, 1.937, -1.015], [1.488, 1.948, 0.040], [0.755, 1.097, 1.348], [1.883, 0.263, -1.302], [2.815, 0.386, 0.047], [0.774, -1.525, -0.056]],
  "relative_energy_ev": 6.324,
  "orbital_gap_ev": 10.017,
  "total_charge": 0,
  "total_energy_ev": -9905.917,
  "smiles": "OCCNCCO"
}

***

Record 4
{
  "formula": "C4H11NO2",
  "method": "ωB97M-V/def2-TZVPD",
  "elements": ["C", "C", "C", "N", "C", "O", "H", "H", "H", "H", "H", "H", "H", "H", "H", "O", "H", "H"],
  "positions_angstrom": [[1.645, -1.530, 1.224], [1.072, -0.449, 0.324], [-0.453, -0.559, 0.148], [-0.842, -0.151, -1.199], [-2.029, 0.421, -1.450], [-2.926, 0.518, -0.633], [2.023, -2.434, 0.739], [0.901, -1.832, 1.953], [2.463, -1.102, 1.825], [1.506, -0.435, -0.674], [1.360, 0.551, 0.671], [-1.001, 0.112, 0.806], [-0.807, -1.570, 0.334], [-0.202, -0.220, -1.972], [-2.162, 0.827, -2.461], [0.010, 2.757, 0.458], [-0.014, 1.864, 0.086], [-0.544, 3.232, -0.178]],
  "relative_energy_ev": 0.762,
  "orbital_gap_ev": 10.729,
  "total_charge": 0,
  "total_energy_ev": -9911.480,
  "smiles": "CCCNC=O.O"
}

***

Record 5
{
  "formula": "C4H11NO2",
  "method": "ωB97M-V/def2-TZVPD",
  "elements": ["C", "N", "C", "C", "C", "O", "H", "H", "H", "H", "H", "H", "H", "H", "H", "O", "H", "H"],
  "positions_angstrom": [[1.196, 0.195, -0.768], [0.923, -0.317, 0.599], [1.524, 0.660, 1.612], [-0.521, -0.400, 0.789], [-1.125, -1.578, -0.023], [-2.174, -1.646, -0.638], [0.764, 1.230, -0.703], [0.560, -0.523, -1.476], [2.331, -0.086, -1.069], [2.627, 0.599, 1.721], [1.292, 1.677, 1.276], [1.129, 0.393, 2.658], [-0.849, -0.658, 1.937], [-1.040, 0.627, 0.632], [-0.659, -2.547, 0.240], [-1.756, 0.856, -2.114], [-2.021, 1.465, -2.781], [-2.199, 0.055, -1.890]],
  "relative_energy_ev": 3.101,
  "orbital_gap_ev": 9.857,
  "total_charge": 0,
  "total_energy_ev": -9909.141,
  "smiles": "CN(C)CC=O.O"
}

***

Record 6
{
  "formula": "C4H11NO2",
  "method": "ωB97M-V/def2-TZVPD",
  "elements": ["O", "C", "C", "C", "N", "C", "O", "H", "H", "H", "H", "H", "H", "H", "H", "H", "H", "H"],
  "positions_angstrom": [[0.626, 2.311, 1.721], [1.364, 1.718, 0.660], [1.377, 0.228, 0.849], [-0.012, -0.429, 0.720], [-0.157, -1.140, -0.554], [-1.484, -1.070, -1.105], [-1.552, -1.868, -2.262], [0.036, 2.967, 1.344], [2.397, 2.095, 0.632], [0.942, 1.992, -0.315], [2.038, -0.274, 0.156], [1.779, 0.013, 1.851], [-0.208, -1.067, 1.582], [-0.783, 0.345, 0.720], [0.067, -2.125, -0.478], [-2.274, -1.449, -0.435], [-1.748, -0.026, -1.346], [-0.825, -1.594, -2.831]],
  "relative_energy_ev": 1.526,
  "orbital_gap_ev": 9.978,
  "total_charge": 0,
  "total_energy_ev": -9910.716,
  "smiles": "OCCCNCO"
}

***

Record 7
{
  "formula": "C4H11NO2",
  "method": "ωB97M-V/def2-TZVPD",
  "elements": ["C", "N", "C", "C", "C", "H", "H", "H", "H", "H", "H", "H", "O", "H", "H", "O", "H", "H"],
  "positions_angstrom": [[-2.290, 0.051, -0.433], [-1.024, 0.021, -0.492], [-0.400, -1.206, -0.124], [0.757, -1.288, 0.570], [-1.142, -2.507, -0.354], [-2.775, 0.964, -0.777], [-2.986, -0.613, 0.083], [1.144, -0.482, 1.196], [1.572, -1.970, 0.358], [-1.933, -2.348, -1.102], [-0.538, -3.358, -0.648], [-1.720, -2.773, 0.535], [0.331, 2.164, 1.790], [1.143, 2.288, 2.248], [0.543, 1.412, 1.222], [2.967, 1.901, -1.135], [2.302, 1.470, -0.590], [2.577, 2.482, -1.777]],
  "relative_energy_ev": 3.206,
  "orbital_gap_ev": 9.064,
  "total_charge": 0,
  "total_energy_ev": -9909.036,
  "smiles": "C=NC(=C)C.O.O"
}

***

Record 8
{
  "formula": "C4H11NO2",
  "method": "ωB97M-V/def2-TZVPD",
  "elements": ["C", "C", "O", "O", "H", "H", "H", "H", "C", "C", "N", "H", "H", "H", "H", "H", "H", "H"],
  "positions_angstrom": [[1.070, -1.097, 2.299], [0.235, 0.037, 2.112], [0.338, 1.015, 2.839], [-0.654, -0.305, 1.134], [1.945, -0.741, 2.758], [1.317, -1.813, 1.370], [0.642, -1.746, 3.090], [-1.558, 0.430, 1.016], [0.340, 1.235, -2.091], [-0.207, 0.136, -1.209], [-1.638, -0.178, -1.543], [1.146, 1.571, -1.418], [-0.398, 2.022, -2.200], [0.703, 0.915, -3.153], [0.487, -0.721, -1.465], [-0.056, 0.563, -0.183], [-1.647, -0.586, -2.453], [-2.066, -0.737, -0.900]],
  "relative_energy_ev": 3.206,
  "orbital_gap_ev": 9.776,
  "total_charge": 0,
  "total_energy_ev": -9909.036,
  "smiles": "CC(=O)O.CCN"
}

***

Record 9
{
  "formula": "C4H11NO2",
  "method": "ωB97M-V/def2-TZVPD",
  "elements": ["N", "C", "C", "C", "C", "H", "H", "H", "H", "H", "H", "H", "H", "H", "O", "H", "H", "O"],
  "positions_angstrom": [[0.975, 0.418, 1.768], [0.952, -0.028, 0.515], [0.751, -1.421, 0.341], [1.705, 0.476, -1.763], [1.365, 0.879, -0.540], [0.705, -0.200, 2.519], [1.053, 1.412, 1.942], [1.146, -1.906, -0.533], [0.193, -2.037, 1.035], [2.281, 1.131, -2.398], [1.438, -0.471, -2.194], [1.555, 1.889, -0.189], [-3.876, -1.780, -0.815], [-2.689, -2.083, 0.092], [-2.955, -2.070, -0.832], [-1.373, 1.335, 0.850], [-1.639, 2.223, -0.383], [-1.587, 2.232, 0.586]],
  "relative_energy_ev": 0.588,
  "orbital_gap_ev": [9.640, 7.588],
  "total_charge": 1,
  "total_energy_ev": -9902.408,
  "multiplicity": 2
}

***

Record 10
{
  "formula": "C4H11NO2S",
  "method": "ωB97M-V/def2-TZVPD",
  "elements": ["N", "C", "O", "C", "C", "C", "S", "H", "H", "H", "H", "H", "H", "H", "H", "H", "O", "H", "H"],
  "positions_angstrom": [[1.006, 2.774, -1.754], [1.186, 1.663, -0.988], [1.426, 1.660, 0.192], [1.103, 0.353, -1.814], [-0.092, -0.588, -1.555], [-0.191, -1.332, -0.141], [-1.110, -0.471, 1.123], [1.319, 3.702, -1.541], [0.486, 2.698, -2.597], [1.223, 0.677, -2.850], [2.080, -0.120, -1.654], [-1.027, -0.038, -1.706], [-0.117, -1.422, -2.257], [-0.521, -2.316, -0.447], [0.877, -1.571, 0.010], [0.007, -0.075, 1.763], [-2.603, -1.485, 5.361], [-1.763, -1.962, 5.338], [-3.288, -2.147, 5.517]],
  "relative_energy_ev": 0.836,
  "orbital_gap_ev": 9.553,
  "total_charge": 0,
  "total_energy_ev": -20746.468,
  "smiles": "NC(=O)CCCS.O"
}